ORCA calculation (the ωB97M-V functional and the def2-TZVPD basis) on a 6-piece molecular cluster, C9H30O6 overall.

```
45
Properties=species:S:1:pos:R:3
C -4.95574 2.11588 2.25827
C -4.41686 2.09625 0.83739
O -4.02811 3.41878 0.49327
H -4.21531 2.57776 2.91351
H -5.15143 1.11059 2.63022
H -5.86459 2.71475 2.30479
H -5.18242 1.73445 0.14263
H -3.55453 1.42198 0.76878
H -3.36495 3.37674 -0.20445
C 0.91028 -5.41353 2.69124
C 1.16062 -4.53346 1.49007
O 2.54119 -4.59037 1.20325
H 1.49795 -5.07561 3.54477
H 1.17443 -6.44602 2.46158
H -0.14564 -5.39629 2.96774
H 0.83067 -3.50804 1.70931
H 0.56506 -4.89326 0.63685
H 2.73665 -3.93897 0.51797
C 2.46867 -0.80146 -2.05758
C 2.70965 -1.56256 -0.76370
O 3.18542 -2.89255 -1.01229
H 3.39209 -0.79760 -2.63916
H 2.13637 0.21500 -1.84728
H 1.68230 -1.30070 -2.62108
H 1.76634 -1.71078 -0.24060
H 3.40060 -1.02262 -0.11138
H 4.10603 -2.85660 -1.28397
C -0.80975 -0.37276 -0.11780
O -0.95821 -0.19333 -1.51458
H -0.74538 -1.44152 0.07462
H 0.09453 0.11603 0.26351
H -1.65849 0.04505 0.43559
H -0.62063 0.67715 -1.74128
C 2.89396 2.42388 -0.14601
O 2.11098 3.00996 -1.16859
H 2.62860 2.86498 0.81981
H 2.65926 1.36065 -0.05186
H 3.96341 2.61886 -0.24387
H 2.54717 2.88127 -2.01546
C -0.94029 3.57123 -1.74357
O -2.33567 3.75129 -1.82148
H -0.37159 4.44188 -2.09093
H -0.66559 3.44226 -0.69942
H -0.58852 2.71424 -2.32955
H -2.58854 4.04716 -2.69925
```

Output
- Charge: 0
- Structure (SMILES): CCO.CCO.CCO.CO.CO.CO
- 2S+1: 1
- E_HOMO: -9.73 eV
- Energy above the lowest of the compared OMol25 structures with the same formula, charge and spin: 245.4 kJ/mol
- Largest force on an atom: 0.0142 hartree/bohr
- DFT total energy: -812.2482 Ha

Want to see where the charge sits? The natural (NBO) charges in e are: -0.623 -0.055 -0.747 0.209 0.205 0.209 0.153 0.146 0.493 -0.619 -0.058 -0.745 0.209 0.210 0.203 0.142 0.152 0.492 -0.636 -0.067 -0.737 0.200 0.204 0.229 0.181 0.161 0.475 -0.247 -0.723 0.181 0.158 0.166 0.466 -0.252 -0.731 0.185 0.157 0.173 0.470 -0.243 -0.741 0.175 0.193 0.146 0.480